1.
Molecular formula: C7H12N2
Method: DFT, ωB97M-V with the def2-TZVPD basis set

The total energy comes out at -383.35792 a.u. As for the strongest force on any atom: 0.1186 hartree/bohr. The SMILES is [H]/N=C(\N)CC(=C)C(=C)C. The molecular weight is 124.2 g/mol. The value obtained for the lowest unoccupied orbital energy is 0.8638 eV. For the HOMO-LUMO gap, the calculation gives 0.3643 hartree. The calculation puts the HOMO energy at -9.050 eV. The energy above the lowest of the compared OMol25 structures with the same formula, charge and spin comes out at 171.42 kJ/mol.

Positions of all 21 atoms, in Å:
H 3.860767 -0.774704 -1.217814
N 2.847930 -0.891272 -1.307163
C 2.159065 0.025278 -0.774272
N 2.636233 1.123231 -0.101879
C 0.464668 -0.108265 -1.019869
C -0.099002 -0.396748 0.276201
C 0.386649 -0.712310 1.458565
C -1.713126 -0.089383 0.030369
C -2.374417 -0.644223 -0.978226
C -2.412235 0.645402 1.133182
H 1.986715 1.746551 0.345874
H 3.633650 1.233720 0.025394
H 0.427096 -0.956564 -1.701275
H 0.147543 0.829265 -1.472080
H -0.254551 -0.839245 2.315376
H 1.433779 -0.952011 1.563360
H -1.880158 -1.156084 -1.789349
H -3.451565 -0.577721 -1.057264
H -1.924748 1.599012 1.337662
H -2.418524 0.064590 2.056326
H -3.455769 0.831481 0.876882

Atoms 1-3, force components in eV/Å:
-0.2 0.1 0.2
0.3 -0.4 -0.3
-2.2 -0.1 -1.1

=====

2.
Molecular formula: C2H6O2Si
Method: DFT, ωB97M-V with the def2-TZVPD basis set

The total energy comes out at -519.64130 a.u. As for the strongest force on any atom: 0.0498 hartree/bohr. The SMILES is C=C[SiH2]OO. The molecular weight is 90.2 g/mol. The value obtained for the lowest unoccupied orbital energy is 0.7255 eV. For the HOMO-LUMO gap, the calculation gives 0.3865 hartree. The calculation puts the HOMO energy at -9.792 eV. The energy above the lowest of the compared OMol25 structures with the same formula, charge and spin comes out at 476.39 kJ/mol.

Positions of all 11 atoms, in Å:
C -1.149677 1.137971 -0.598263
C -0.572373 -0.055104 -0.818958
Si 0.426777 -1.003863 0.395642
O 1.109751 0.359670 1.073876
O 2.345085 0.361480 1.781974
H -1.928721 1.397231 -1.264347
H -1.061920 1.628551 0.355077
H -0.586715 -0.524804 -1.869967
H -0.597987 -1.547334 1.304011
H 1.236090 -2.164894 -0.046241
H 2.316124 1.051629 2.536595

Atoms 1-3, force components in eV/Å:
0.1 -2.2 0.3
0.6 -0.2 -2.3
-0.6 0.3 0.7

=====

3.
Molecular formula: C12H15NS
Method: DFT, ωB97M-V with the def2-TZVPD basis set

The total energy comes out at -919.13789 a.u. As for the strongest force on any atom: 0.0972 hartree/bohr. The SMILES is CC1(C)CSC(Cc2ccccc2)=N1. The molecular weight is 205.3 g/mol. The value obtained for the lowest unoccupied orbital energy is 0.7202 eV. For the HOMO-LUMO gap, the calculation gives 0.3366 hartree. The calculation puts the HOMO energy at -8.439 eV. The energy above the lowest of the compared OMol25 structures with the same formula, charge and spin comes out at 158.64 kJ/mol.

Positions of all 29 atoms, in Å:
C 2.684488 -0.110274 2.833916
C 2.352260 1.106723 1.866582
C 3.421325 1.164150 0.702025
C 2.309908 2.529442 2.415506
S 0.696815 3.218272 1.883758
C 0.153233 1.765617 1.090435
C -1.238578 1.468926 0.721656
C -1.258627 0.372490 -0.323414
C -1.690158 0.691713 -1.634516
C -1.941556 -0.270915 -2.554105
C -1.799485 -1.621601 -2.187772
C -1.381312 -1.879251 -0.861216
C -1.086836 -0.879151 0.037515
N 0.972863 0.804215 1.324833
H 1.938381 -0.046916 3.491241
H 3.681918 -0.036720 3.068782
H 2.585374 -0.979137 2.274734
H 3.394185 2.049831 0.140112
H 4.438899 1.219957 1.129861
H 3.323831 0.373582 -0.052373
H 3.088791 3.196295 2.188726
H 2.293912 2.554176 3.508461
H -1.621663 1.219104 1.704271
H -1.799609 2.323471 0.375694
H -1.900074 1.779774 -1.751156
H -2.374509 0.032876 -3.537854
H -1.852080 -2.542773 -2.822815
H -1.164618 -2.930536 -0.717541
H -0.880942 -1.227206 1.030786

Atoms 1-3, force components in eV/Å:
0.2 3.0 -4.0
-0.1 -0.8 -2.1
-0.2 -1.2 0.8

=====

4.
Molecular formula: C19H19N3O3S
Method: DFT, ωB97M-V with the def2-TZVPD basis set

The total energy comes out at -1523.04696 a.u. As for the strongest force on any atom: 0.3386 hartree/bohr. The SMILES is CN(CC(=O)NCc1ccccn1)S(=O)(=O)c1ccc2ccccc2c1. The molecular weight is 369.4 g/mol. The value obtained for the lowest unoccupied orbital energy is -0.1891 eV. For the HOMO-LUMO gap, the calculation gives 0.3072 hartree. The calculation puts the HOMO energy at -8.548 eV. The energy above the lowest of the compared OMol25 structures with the same formula, charge and spin comes out at 1639.84 kJ/mol.

Positions of all 45 atoms, in Å:
C -0.343768 -0.984368 4.076895
N 0.665854 -0.056767 3.332715
C 0.124093 1.148457 3.196960
C -0.708645 1.332370 1.985569
O -1.243364 0.302928 1.447224
N -0.179303 2.408556 1.064048
C -0.731659 2.465635 -0.302588
C 0.306817 2.639368 -1.134530
C 1.774173 2.267252 -0.939548
C 2.562467 2.233283 -2.102794
C 2.300739 2.656484 -3.291195
C 0.847898 3.004172 -3.497372
N -0.059027 3.134847 -2.423359
S 1.556528 -0.809837 2.041291
O 2.288768 0.338293 1.565418
O 2.584495 -1.756790 2.852755
C 0.497035 -1.537311 1.118080
C 0.034900 -2.870684 1.305398
C -0.998764 -3.453480 0.364691
C -1.020957 -2.684270 -0.783676
C -2.034240 -3.526597 -1.750503
C -2.433266 -2.906196 -2.997244
C -1.676060 -1.456685 -3.273350
C -0.774311 -1.014613 -2.356110
C -0.478323 -1.627108 -1.150929
C 0.200020 -0.863923 -0.000739
H -1.179189 -1.210596 3.614017
H -0.500618 -0.550319 5.189274
H 0.293733 -2.115035 4.284770
H -0.529216 1.681250 4.064797
H 0.875015 1.808570 3.365767
H 0.663869 3.128250 1.522319
H -1.407373 1.714565 -0.388903
H -1.401789 3.391442 -0.187449
H 2.034092 1.852020 0.012312
H 3.491171 1.797685 -2.033133
H 3.000273 2.696802 -4.207429
H 0.219935 3.561342 -4.304820
H 0.058124 -3.268196 2.363570
H -1.360831 -4.201793 0.691475
H -2.604882 -4.247640 -1.458677
H -2.992784 -3.223871 -3.832740
H -2.039959 -1.031872 -4.170567
H -0.287428 -0.043736 -2.569954
H 0.605757 -0.121885 -0.301736

Atoms 1-3, force components in eV/Å:
7.9 -1.4 4.9
-1.4 -6.8 2.3
-4.2 4.7 1.8

=====

5.
Molecular formula: C37H33ClN2O17S2
Method: DFT, ωB97M-V with the def2-TZVPD basis set

The total energy comes out at -4074.27049 a.u. As for the strongest force on any atom: 0.0387 hartree/bohr. The molecular weight is 877.3 g/mol. The value obtained for the lowest unoccupied orbital energy is -7.9458 eV. For the HOMO-LUMO gap, the calculation gives 0.1537 hartree. The calculation puts the HOMO energy at -12.129 eV. The charge is +2.

Positions of all 92 atoms, in Å:
C -7.683393 -0.116904 -0.990261
C -6.963599 -1.405961 -0.525122
C -7.872652 -2.200889 0.432620
O -7.140240 -2.799607 1.519989
C -6.581140 -1.895396 2.341452
O -7.089949 -0.814686 2.538650
C -5.291608 -2.211804 3.109507
S -4.092285 -3.207268 2.156105
N -2.575931 -2.318630 2.124917
C -1.714366 -2.622034 1.153855
C -0.512388 -1.965419 1.009587
C -0.165681 -0.943861 1.894816
C 1.092537 -0.136464 1.804086
C 1.957324 -0.197281 0.699649
C 3.078144 0.604525 0.666826
N 3.374901 1.447772 1.647718
C 4.567545 2.342756 1.586158
C 3.989936 3.795794 1.649227
O 3.520551 4.245237 0.649696
Cl 3.987600 4.728883 3.155278
C 2.595741 1.520059 2.739861
C 1.464863 0.749138 2.836076
C -1.073767 -0.665218 2.939208
C -2.251458 -1.367721 3.015642
O -6.670157 -2.303116 -1.625705
C -5.584333 -1.843782 -2.349524
O -5.783852 -1.305543 -3.405246
C -4.131593 -2.025977 -1.883654
S -3.436943 -0.584294 -1.002990
H -7.425565 0.131791 -2.028279
H -8.771399 -0.247416 -0.944878
H -7.349598 0.709722 -0.348929
H -6.005246 -1.113122 -0.070796
H -8.739792 -1.610291 0.748882
H -8.286070 -3.036152 -0.152350
H -4.907270 -1.261431 3.491031
H -5.559646 -2.808769 3.998672
H -1.924936 -3.407604 0.426380
H 0.179117 -2.227331 0.211995
H 1.749586 -0.846358 -0.147733
H 3.722896 0.558917 -0.214114
H 5.258369 2.115729 2.425453
H 5.019836 2.235980 0.592255
H 2.858736 2.223868 3.530557
H 0.896368 0.875707 3.753439
H -0.894562 0.110619 3.675464
H -2.913296 -1.114051 3.841338
H -3.534290 -2.164735 -2.793632
H -4.046042 -2.944901 -1.283291
H -4.131042 -0.430509 0.150242
C 7.213138 3.159109 -3.018322
C 8.299137 3.943914 -3.107370
C 8.331364 5.313940 -2.491765
O 9.344092 5.973034 -2.583736
C 7.129614 5.787988 -1.810985
C 6.050039 5.003715 -1.731522
C 6.030946 3.626080 -2.321336
O 5.018848 2.945879 -2.190553
O 4.925493 5.394080 -1.120723
O 9.398022 3.553811 -3.737759
H 7.179009 2.170073 -3.453399
H 7.155513 6.781934 -1.386301
H 4.306077 4.648877 -1.211790
H 10.031279 4.294438 -3.658655
C -8.925476 -6.199414 -5.746086
C -7.684186 -5.843519 -6.098420
C -7.002504 -4.658339 -5.483305
O -5.865335 -4.389890 -5.827070
C -7.737134 -3.873020 -4.498943
C -8.978527 -4.230424 -4.149974
C -9.651845 -5.429934 -4.745175
O -10.773921 -5.713110 -4.373163
O -9.689980 -3.541882 -3.251137
O -6.986182 -6.520135 -7.012005
H -9.427378 -7.052586 -6.180458
H -7.235806 -3.024696 -4.062525
H -10.545758 -4.008553 -3.182686
H -6.127496 -6.063085 -7.083017
C 9.548574 3.936928 3.983272
C 8.271502 3.623496 3.749678
C 7.783784 2.207313 3.818516
O 6.591269 1.970727 3.610360
C 8.736667 1.166154 4.122572
C 10.024898 1.472210 4.356561
C 10.513388 2.891474 4.313863
O 11.678887 3.116040 4.549435
O 10.924673 0.545550 4.635114
O 7.360643 4.559713 3.444034
H 9.911293 4.954454 3.938515
H 8.372355 0.148943 4.151931
H 11.771121 1.019492 4.763009
H 6.519946 4.087252 3.331196

Atoms 1-3, force components in eV/Å:
0.4 -0.3 -0.2
-0.8 0.4 0.1
-0.5 -0.2 -1.0

=====

6.
Molecular formula: C20H27N3O8P2PdSi
Method: DFT, ωB97M-V with the def2-TZVPD basis set

The total energy comes out at -2644.11219 a.u. As for the strongest force on any atom: 0.0036 hartree/bohr. The molecular weight is 633.9 g/mol. The value obtained for the lowest unoccupied orbital energy is -8.6385 eV. For the HOMO-LUMO gap, the calculation gives 0.1971 hartree. The calculation puts the HOMO energy at -14.002 eV. The charge is +2. The energy above the lowest of the compared OMol25 structures with the same formula, charge and spin comes out at 237.63 kJ/mol.

Positions of all 62 atoms, in Å:
Pd 1.632296 -1.187999 0.278461
N 1.316998 -3.328903 4.118714
C 1.994516 -3.394770 2.764226
C 3.073940 -4.467644 2.720067
P 0.570032 -3.680414 1.556733
O 0.479921 -5.255324 1.462628
O -0.576108 -3.063338 2.291773
O 1.054387 -3.160221 0.223009
P 2.625246 -1.735743 2.212296
O 4.189252 -1.692007 2.433750
O 2.016519 -0.738742 3.364508
O -0.087415 0.025123 2.893155
H 0.315570 -3.120999 3.890442
H 1.679093 -2.592481 4.726444
H 1.381719 -4.224656 4.605591
H 2.639275 -5.449088 2.911506
H 3.875537 -4.283194 3.437532
H 3.517332 -4.502718 1.724400
H -0.403786 -5.627279 1.583986
H 4.583911 -1.878096 3.297573
O -6.190742 -1.897577 -0.432561
C -5.834302 -1.437547 0.765175
O -6.604396 -1.305140 1.665714
C -4.385080 -1.045758 0.980459
C -3.880245 -1.248683 2.286266
C -2.609779 -0.876581 2.585482
C -1.823154 -0.250999 1.562973
C -2.346720 -0.046246 0.248165
C -3.628955 -0.446595 -0.028768
N -0.596047 0.203869 1.701933
C 1.311843 0.433266 3.021599
C 1.836899 1.274173 1.868505
C 2.066870 2.607237 2.137518
C 2.544797 3.438382 1.127731
C 2.777901 2.899208 -0.118611
C 2.522686 1.551021 -0.328145
N 2.065682 0.758024 0.641659
H -5.445461 -2.034716 -1.031232
H -4.534934 -1.690728 3.024065
H -2.196721 -1.023699 3.571179
H -1.694594 0.389882 -0.500494
H -4.043176 -0.279202 -1.014203
H 1.311560 1.046311 3.918205
H 1.879164 3.000399 3.127454
H 2.728943 4.485573 1.324941
H 3.148941 3.499750 -0.936628
H 2.666002 1.087799 -1.293163
C -2.711603 0.055210 -3.483050
Si -0.895338 -0.041362 -3.943283
C -0.310924 1.594930 -4.612169
C -0.585274 -1.439206 -5.126354
C 0.023629 -0.393938 -2.367973
C 0.620807 -0.671857 -1.344425
H -3.324177 0.214618 -4.372551
H -2.903279 0.891340 -2.804652
H -3.038984 -0.878957 -3.019600
H -0.845554 1.848370 -5.529828
H 0.753733 1.560592 -4.850110
H -0.475031 2.402863 -3.896499
H -1.123227 -1.276720 -6.062540
H -0.910821 -2.393519 -4.709587
H 0.477093 -1.521353 -5.361161

Atoms 1-3, force components in eV/Å:
0.1 0.1 -0.1
0.0 0.1 0.0
0.0 0.0 0.0